(1)
The following is a quantum chemistry calculation of 2 unconnected molecules or ions with the total composition C3H13N2O, from the Open Molecules 2025 dataset.

Results
**Total energy**: -8342.778 eV
**Energy above the lowest of the compared OMol25 structures with the same formula, charge and spin**: 1.204 eV
**HOMO-LUMO gap**: 10.1 eV
**Total charge**: +1
**Max |F|**: 3.60 eV/Å

The geometry in XYZ format:
```
19
C3H13N2O | the Open Molecules 2025 dataset | the ωB97M-V functional and the def2-TZVPD basis
N 0.59158 1.14813 -0.42198
C 0.60719 -0.17532 0.39686
C 0.90800 -1.30851 -0.60347
C -0.63639 -0.21340 1.28299
N -0.34998 -1.09579 2.39379
H 0.38884 2.05738 0.06680
H -0.22537 1.16040 -1.08232
H 1.55861 1.29064 -0.74609
H 1.47395 -0.01942 1.06035
H 0.31268 -1.37093 -1.51254
H 0.77898 -2.21371 -0.06363
H 1.97028 -1.16064 -0.85453
H -0.79566 0.81663 1.73639
H -1.51463 -0.40465 0.66362
H 0.60251 -0.93132 2.71774
H -0.80576 -0.80506 3.17548
H -1.42499 0.39087 -2.98568
H -2.12657 1.63427 -2.71654
O -1.31327 1.20042 -2.50723
```

These are the Mulliken partial charges, in e, on atoms 1 to 5: number 1, N, carries -0.2834; number 2, C, carries 0.0578; number 3, C, carries -1.2370; number 4, C, carries -0.5403; number 5, N, carries -0.6112

(2)
The following is a quantum chemistry calculation of 2 unconnected molecules or ions with the total composition C3H13N2O, from the Open Molecules 2025 dataset.

Results
**Total energy**: -8329.723 eV
**Energy above the lowest of the compared OMol25 structures with the same formula, charge and spin**: 1.180 eV
**HOMO-LUMO gap (alpha / beta)**: 11.8 / 5.8 eV
**Total charge**: +2
**Spin multiplicity**: 2
**Max |F|**: 4.44 eV/Å

The geometry in XYZ format:
```
19
C3H13N2O | the Open Molecules 2025 dataset | the ωB97M-V functional and the def2-TZVPD basis
C -0.59176 1.48408 -0.13246
C -1.05817 0.10281 -0.62488
C -0.51494 -1.15641 0.04858
N -0.89436 -1.11814 1.56082
N 0.62290 1.48296 0.60820
H -1.32191 2.05868 0.46450
H -0.53438 2.18286 -1.01390
H -2.13112 0.12258 -0.81434
H -0.57965 0.00533 -1.61013
H -0.75920 -2.12217 -0.37234
H 0.55898 -0.97931 0.10652
H -0.48968 -1.84965 2.15349
H -1.91112 -1.14562 1.65310
H -0.49336 -0.24436 1.88300
H 0.91002 2.42711 0.90924
H 1.41836 1.19002 0.00404
H 2.89738 -1.23504 -1.03460
H 2.68044 -0.42575 -2.27333
O 2.19157 -0.77999 -1.51551
```

These are the Mulliken partial charges, in e, on atoms 1 to 5: number 1, C, carries -0.4629; number 2, C, carries -0.5271; number 3, C, carries -0.7858; number 4, N, carries -0.2344; number 5, N, carries -0.1692

(3)
The following is a quantum chemistry calculation of 3 unconnected molecules or ions with the total composition C3H13N2O3, from the Open Molecules 2025 dataset.

Results
**Total energy**: -12439.129 eV
**Energy above the lowest of the compared OMol25 structures with the same formula, charge and spin**: 0.543 eV
**HOMO-LUMO gap**: 11.1 eV
**Total charge**: +1
**Max |F|**: 3.91 eV/Å

The geometry in XYZ format:
```
21
C3H13N2O3 | the Open Molecules 2025 dataset | the ωB97M-V functional and the def2-TZVPD basis
C 0.87833 1.52156 -0.06889
C 0.82842 0.96302 1.33937
C 1.03694 -0.50012 1.36611
N 1.49131 -1.04404 2.57488
O 0.70197 -1.28760 0.50902
N -0.43260 1.12247 -0.71977
H 1.64649 1.00924 -0.65128
H 1.01599 2.60607 -0.12487
H 1.55463 1.56825 1.91478
H -0.06608 1.37539 1.84937
H 2.01131 -0.58229 3.30748
H 1.86336 -1.97826 2.46878
H -1.26439 1.58044 -0.33864
H -0.57353 0.10055 -0.81008
H -0.54413 1.47284 -1.67964
H -0.17986 -2.09635 -1.68034
H -0.54597 -2.04944 -3.25564
O -0.73239 -1.73563 -2.37670
H -2.44040 -1.30400 -1.39285
H -3.59803 -0.32178 -1.18211
O -2.65138 -0.42033 -1.04897
```

These are the Mulliken partial charges, in e, on atoms 1 to 5: number 1, C, carries -0.6220; number 2, C, carries -0.5389; number 3, C, carries 0.5340; number 4, N, carries -0.4364; number 5, O, carries -0.5483

(4)
The following is a quantum chemistry calculation of a molecular structure, C3H13N2OPd, from the Open Molecules 2025 dataset.

Results
**Total energy**: -11827.231 eV
**Energy above the lowest of the compared OMol25 structures with the same formula, charge and spin**: 0.079 eV
**HOMO-LUMO gap (alpha / beta)**: 3.2 / 6.9 eV
**Total charge**: -1
**Spin multiplicity**: 3
**Max |F|**: 1.48 eV/Å

The geometry in XYZ format:
```
20
C3H13N2OPd | the Open Molecules 2025 dataset | the ωB97M-V functional and the def2-TZVPD basis
C -1.61022 -1.42395 -2.32596
Pd 1.28089 0.88039 0.53445
N 0.08432 1.73594 2.16595
N 1.04124 2.21440 -1.26386
H 0.51422 1.72090 3.09707
H -2.53026 -1.06603 -1.85986
H -1.52549 -2.51589 -2.27019
H -0.76444 -1.01576 -1.74754
H -1.56781 -1.06481 -3.36392
H 1.83014 2.82277 -1.50535
H 0.20672 2.79250 -1.13702
H 0.84342 1.63816 -2.08579
H -0.14153 2.70996 1.95507
H -0.78666 1.20528 2.21107
C 0.06196 -1.86850 1.35103
C 1.29715 -1.04352 0.98740
O 2.43909 -1.47202 0.94781
H -0.84200 -1.34126 1.03285
H 0.04515 -2.06904 2.43838
H 0.12410 -2.83955 0.83843
```

These are the Mulliken partial charges, in e, on atoms 1 to 5: number 1, C, carries -0.9855; number 2, Pd, carries -0.6750; number 3, N, carries -1.1892; number 4, N, carries -1.2311; number 5, H, carries 0.3785

(5)
The following is a quantum chemistry calculation of 2 unconnected molecules or ions with the total composition C3H13N2OS, from the Open Molecules 2025 dataset.

Results
**Total energy**: -19177.766 eV
**Energy above the lowest of the compared OMol25 structures with the same formula, charge and spin**: 1.200 eV
**HOMO-LUMO gap**: 9.5 eV
**Total charge**: +1
**Max |F|**: 2.37 eV/Å

The geometry in XYZ format:
```
20
C3H13N2OS | the Open Molecules 2025 dataset | the ωB97M-V functional and the def2-TZVPD basis
N 1.32592 1.56106 2.09741
C 0.96489 0.17925 2.06906
O -0.50330 -0.06471 1.92385
H 1.17618 2.04187 1.21716
H 0.68306 1.96265 2.75748
H 1.37573 -0.30969 1.14794
H 1.30848 -0.30480 2.95440
H -0.53026 -1.03695 2.09222
C -1.12072 -0.14714 -1.59627
C 0.00078 -1.21150 -1.44660
S 0.21555 -2.20618 -2.96519
N -1.02374 0.81026 -0.46603
H -2.09741 -0.62764 -1.52081
H -1.04981 0.43836 -2.58049
H -0.19486 -1.94428 -0.59512
H 0.96893 -0.71391 -1.27234
H 1.38944 -1.65729 -3.23105
H -1.85225 1.38572 -0.36984
H -0.24264 1.46920 -0.70466
H -0.79397 0.37573 0.48891
```

These are the Mulliken partial charges, in e, on atoms 1 to 5: number 1, N, carries -0.5360; number 2, C, carries -0.3697; number 3, O, carries -0.6119; number 4, H, carries 0.2040; number 5, H, carries 0.2926

(6)
The following is a quantum chemistry calculation of 3 unconnected molecules or ions with the total composition C3H13NO2, from the Open Molecules 2025 dataset.

Results
**Total energy**: -8906.566 eV
**Energy above the lowest of the compared OMol25 structures with the same formula, charge and spin**: 0.860 eV
**SMILES string**: CC(C)N.O.O
**HOMO-LUMO gap**: 10.3 eV
**Max |F|**: 1.82 eV/Å

The geometry in XYZ format:
```
19
C3H13NO2 | the Open Molecules 2025 dataset | the ωB97M-V functional and the def2-TZVPD basis
C -0.17491 -2.37453 -0.47942
C 0.25855 -1.18935 0.40496
C 1.61091 -0.57162 0.00641
N -0.72808 -0.10169 0.42022
H 0.72219 -3.01318 -0.69859
H -1.07109 -2.78614 0.02930
H -0.30430 -2.16082 -1.53448
H 0.31284 -1.69821 1.42151
H 2.02893 -0.03177 0.85345
H 2.37464 -1.35593 -0.12585
H 1.40600 -0.06064 -0.93158
H -1.63115 -0.52215 0.54661
H -0.83347 0.30716 -0.52711
O -1.86060 2.30630 -1.13098
H -1.04295 2.76018 -0.87589
H -2.31562 2.22234 -0.26449
O 0.19169 3.09075 0.89715
H 0.95305 2.76211 0.40583
H 0.10336 2.41719 1.58294
```

These are the Mulliken partial charges, in e, on atoms 1 to 5: number 1, C, carries -1.2924; number 2, C, carries 0.3712; number 3, C, carries -1.2326; number 4, N, carries -0.5331; number 5, H, carries 0.3101